No. 1
Formula: C9H14
Source: the OMol25 dataset
Level of theory: ωB97M-V/def2-TZVPD

```
23
Properties=species:S:1:pos:R:3:forces:R:3
C -1.070 -0.769 1.883 -0.9282 -0.2540 0.4559
C -0.612 0.497 1.217 0.6572 -1.2440 0.2609
C -1.452 1.496 0.767 0.3382 0.4896 0.3813
C -0.893 2.675 0.275 -0.4869 0.0761 0.1576
C 0.479 2.889 0.263 -0.9352 -0.4125 -0.8400
C 1.298 1.796 0.500 0.0275 0.3801 1.0659
C 0.760 0.622 1.025 0.7552 0.9518 -0.9939
H -0.742 -1.672 1.373 0.0354 0.0603 -0.2809
H -2.161 -0.817 1.979 0.1152 0.0283 -0.2009
H -0.703 -0.888 2.905 0.1947 0.3403 -0.0184
H -2.519 1.434 0.936 -0.0436 -0.1553 -0.2666
H -1.574 3.434 -0.093 0.1166 0.1836 0.2059
H 0.807 3.868 -0.046 0.4829 -0.0192 -0.0926
H 2.370 1.915 0.456 0.1504 -0.0975 -0.1870
H 1.500 -0.151 1.200 -0.4828 -0.3437 0.3787
C 0.380 -2.493 -1.258 -0.8204 -0.6889 0.0855
C 0.732 -1.549 -2.401 0.8863 0.1591 0.1537
H 1.166 -2.602 -0.516 0.0341 0.2941 0.1275
H -0.570 -2.281 -0.765 0.2221 0.5488 0.1711
H 0.185 -3.512 -1.591 0.2338 -0.1181 -0.4120
H 1.615 -0.959 -2.137 -0.0903 0.0060 0.0053
H -0.015 -0.820 -2.691 -0.4254 -0.1142 0.1214
H 1.019 -2.113 -3.280 -0.0367 -0.0706 -0.2783
```
Positions in Å, forces in eV/Å.

## Properties
- SMILES = Cc1ccccc1.CC
- gap between HOMO and LUMO (Eh) = 0.370
- HOMO energy (eV) = -9.0

No. 2
Formula: C9H14
Source: the OMol25 dataset
Level of theory: ωB97M-V/def2-TZVPD

```
23
Properties=species:S:1:pos:R:3:forces:R:3
C -0.227 0.878 -0.376 0.1511 0.7276 1.0027
C -0.340 0.702 1.127 -0.3165 -0.3870 -0.4864
C -0.260 1.769 2.000 -0.1645 -0.1898 0.4354
C -0.340 1.532 3.378 0.2985 0.0788 -0.6747
C -0.487 0.235 3.815 -0.0411 -0.2298 0.8070
C -0.705 -0.844 2.952 0.1524 1.1364 0.4385
C -0.615 -0.585 1.601 -0.0392 -0.0500 -0.3031
H 0.274 0.021 -0.793 -0.3774 -0.1847 -0.2522
H 0.415 1.732 -0.573 0.0175 0.2196 -0.1855
H -1.209 1.087 -0.805 0.1025 -0.2855 -0.2451
H -0.167 2.757 1.581 0.1643 0.2931 0.1180
H -0.255 2.320 4.118 0.0546 0.0781 -0.2167
H -0.409 0.079 4.889 -0.3399 -0.1988 -0.1341
H -0.979 -1.770 3.420 0.1471 -0.5401 -0.3457
H -0.766 -1.336 0.833 -0.0019 -0.2630 0.2536
C 1.307 -1.256 -2.934 0.6025 0.2561 -0.1836
C 0.174 -0.903 -3.896 -0.2800 -0.5157 1.2242
H 1.177 -0.941 -1.909 -0.3820 -0.0468 0.1066
H 1.583 -2.303 -2.902 -0.0936 -0.2391 -0.1535
H 2.182 -0.688 -3.246 0.3118 -0.2224 -0.1415
H 0.237 0.170 -4.049 -0.1930 -0.0220 -0.7406
H -0.810 -1.104 -3.463 0.0352 0.0297 0.1332
H 0.220 -1.551 -4.766 0.1918 0.5554 -0.4562
```
Positions in Å, forces in eV/Å.

## Properties
- SMILES = Cc1ccccc1.CC
- gap between HOMO and LUMO (Eh) = 0.368
- HOMO energy (eV) = -9.0

No. 3
Formula: C9H14
Source: the OMol25 dataset
Level of theory: ωB97M-V/def2-TZVPD

```
23
Properties=species:S:1:pos:R:3:forces:R:3
C 0.134 1.281 -2.397 1.1546 -1.4317 -2.6421
C 0.634 1.403 -0.977 -0.5036 -0.2435 -2.7700
C -0.178 0.926 -0.014 -1.4227 -0.3283 2.3750
C -0.070 1.259 1.344 1.6363 0.0627 -1.1645
C 1.099 1.974 1.704 -0.1119 0.1615 -2.5034
C 1.936 2.534 0.662 -2.2895 -2.6418 0.0055
C 1.692 2.192 -0.710 0.8231 1.9404 3.3512
H 0.849 1.638 -3.229 -0.9164 0.2281 1.6273
H -0.829 1.783 -2.490 0.1098 0.0276 -0.1826
H 0.013 0.227 -2.828 -0.2072 0.9763 1.2595
H -0.984 0.298 -0.328 -0.5877 -0.1474 -0.1143
H -0.852 0.940 2.022 0.3790 -0.0968 0.2546
H 1.388 2.033 2.722 0.0823 0.6242 0.8358
H 2.727 3.143 0.965 1.2401 0.8246 0.2166
H 2.187 2.723 -1.483 0.6561 0.1455 -0.5947
C -1.006 -2.453 1.058 -0.7249 0.9489 -0.9368
C -1.382 -3.608 0.168 0.9527 -1.0730 -0.0013
H -1.371 -2.425 2.049 -1.2862 -1.0391 1.1897
H 0.025 -2.536 1.318 1.1866 1.1455 -0.7792
H -1.495 -1.521 0.685 1.4605 -0.2885 -0.0735
H -2.407 -3.791 0.245 -1.7872 -0.8939 0.7190
H -0.765 -4.495 0.437 -0.7688 0.3299 -0.1966
H -1.344 -3.525 -0.923 0.9247 0.7689 0.1249
```
Positions in Å, forces in eV/Å.

## Properties
- SMILES = Cc1ccccc1.CC
- gap between HOMO and LUMO (Eh) = 0.365
- HOMO energy (eV) = -8.9

No. 4
Formula: C9H14
Source: the OMol25 dataset
Level of theory: ωB97M-V/def2-TZVPD

```
23
Properties=species:S:1:pos:R:3:forces:R:3
C -1.399 -3.326 -0.679 -1.4170 -1.7176 3.5701
C -0.708 -2.070 -0.225 0.8554 -3.2722 -0.3425
C -0.421 -1.188 -1.205 1.6223 4.5219 2.9581
C 0.241 0.019 -0.743 -0.1989 0.1992 -1.0366
C 0.848 0.117 0.509 -1.2814 0.6757 -1.0860
C 0.697 -0.965 1.368 1.0336 0.2287 1.1138
C -0.061 -2.067 1.027 0.3204 3.5223 -2.2962
H -2.380 -3.107 -1.101 0.3456 -0.2746 -0.7219
H -1.684 -3.956 0.271 0.2765 1.2301 -1.3364
H -0.769 -4.082 -1.140 -0.0099 0.4904 -0.9466
H -0.827 -1.122 -2.151 -0.9200 -0.5347 -1.8352
H 0.202 0.942 -1.384 0.3224 -1.1365 0.4501
H 1.234 1.110 0.811 0.0737 -0.9845 -0.0401
H 1.240 -0.889 2.327 -0.5303 -0.3744 -0.4037
H -0.108 -2.847 1.662 -0.5041 -2.5726 1.9625
C -0.125 3.861 0.542 -0.5100 3.5473 -0.2037
C 1.006 3.993 -0.505 -0.1897 -2.8749 0.1432
H -0.979 3.329 0.120 0.1120 -0.1800 0.3973
H 0.222 3.492 1.504 -0.0838 -0.4184 -0.1757
H -0.506 4.977 0.794 0.6126 -2.4468 -0.5613
H 0.656 4.414 -1.463 0.1157 -0.4176 0.3862
H 1.435 2.889 -0.640 -0.6585 2.4359 -0.1986
H 1.794 4.610 -0.132 0.6133 0.3534 0.2031
```
Positions in Å, forces in eV/Å.

## Properties
- SMILES = Cc1ccccc1.CC
- gap between HOMO and LUMO (Eh) = 0.372
- HOMO energy (eV) = -9.1

No. 5
Formula: C9H14
Source: the OMol25 dataset
Level of theory: ωB97M-V/def2-TZVPD

```
23
Properties=species:S:1:pos:R:3:forces:R:3
C 2.810 -0.862 -0.385 6.4670 1.6549 -0.0596
C 1.508 -1.343 -0.513 -5.2540 -2.5689 -0.3110
C 0.480 -1.220 0.446 3.5110 3.0199 2.2456
C -0.834 -1.639 0.335 2.2749 -0.5048 -2.4503
C -1.043 -2.455 -0.768 -1.1548 -0.8754 0.0632
C 0.031 -2.985 -1.519 -2.7435 -0.6792 -0.4362
C 1.176 -2.255 -1.545 3.2061 -0.6691 -1.8446
H 3.352 -0.984 0.583 -1.0416 -0.4895 -0.0637
H 3.090 0.264 -0.487 -1.0263 -1.6846 -0.6802
H 3.491 -1.527 -1.059 -0.9279 1.6986 0.7764
H 0.971 -0.575 1.323 -2.0291 -1.3458 -1.3334
H -1.559 -1.282 0.972 -1.6057 0.5224 1.2337
H -2.065 -2.703 -1.128 0.7075 -0.2663 0.8206
H -0.253 -3.967 -2.041 0.9871 1.9734 -0.0425
H 1.949 -2.458 -2.417 -1.3810 0.2367 2.0869
C -0.971 3.671 0.974 0.4957 -0.5222 1.6152
C -2.324 2.914 1.032 0.4527 -1.8233 2.3828
H -0.235 3.065 0.413 -0.2130 0.3614 0.3455
H -1.026 4.652 0.464 -0.0837 -0.4153 0.5903
H -0.591 3.768 2.083 -0.4278 0.1615 -2.3394
H -2.215 1.832 0.745 0.2384 0.8964 0.1865
H -3.029 3.281 0.325 -0.8823 0.5884 -0.0614
H -2.712 2.809 2.164 0.4302 0.7307 -2.7244
```
Positions in Å, forces in eV/Å.

## Properties
- SMILES = Cc1ccccc1.CC
- gap between HOMO and LUMO (Eh) = 0.350
- HOMO energy (eV) = -8.6

No. 6
Formula: C9H14
Source: the OMol25 dataset
Level of theory: ωB97M-V/def2-TZVPD

```
23
Properties=species:S:1:pos:R:3:forces:R:3
C -1.910 -3.520 0.332 -0.4706 2.5738 -0.8404
C -1.088 -2.328 0.880 0.0533 -2.4078 0.3819
C 0.288 -2.500 0.736 0.3935 0.8619 0.9023
C 1.142 -1.416 0.999 -0.2275 0.0631 -1.7140
C 0.601 -0.230 1.431 0.2935 1.2556 0.2357
C -0.725 -0.151 1.763 -2.7562 -0.6154 0.3011
C -1.620 -1.202 1.494 0.7935 -0.2903 -1.2535
H -2.658 -3.936 0.979 -0.1105 -0.2682 0.6189
H -1.238 -4.255 -0.074 -0.0007 -0.3994 -0.0923
H -2.488 -3.040 -0.504 0.3766 -0.8069 0.3612
H 0.668 -3.491 0.519 0.1118 0.2154 -0.5358
H 2.098 -1.283 0.495 0.3169 -0.8497 0.6892
H 1.194 0.694 1.402 -0.1066 -0.5136 0.3351
H -1.288 0.676 2.163 0.8035 0.8509 0.0884
H -2.715 -1.134 1.510 0.5342 0.3442 0.5111
C 1.835 3.256 -2.125 0.9274 -0.8994 -1.9057
C 0.620 3.511 -1.312 -1.4315 0.5603 -0.2587
H 1.695 3.654 -3.145 -0.0747 -0.3397 0.2015
H 2.776 3.692 -1.840 0.1622 0.6014 0.8241
H 2.110 2.185 -2.234 -0.5487 0.4097 0.0597
H 0.271 4.544 -1.420 0.7109 0.3155 0.7073
H 0.719 3.194 -0.278 -0.2193 0.1649 0.1162
H -0.285 3.081 -1.770 0.4690 -0.8264 0.2667
```
Positions in Å, forces in eV/Å.

## Properties
- SMILES = Cc1ccccc1.CC
- gap between HOMO and LUMO (Eh) = 0.370
- HOMO energy (eV) = -9.1

Calculated relative energy (zero: lowest compared OMol25 entry of this formula, charge and spin) (eV), listed in the same order as above: 0.468, 0.514, 1.591, 1.522, 2.649, 1.134
Calculated strongest force on any atom (Eh/bohr), listed in the same order as above: 0.03053, 0.02640, 0.07699, 0.10972, 0.12982, 0.05523
Calculated E_LUMO (eV), listed in the same order as above: 1.0, 1.0, 1.0, 1.0, 0.9, 1.0